Formula: C17H60N6O13
Source: OMol25
Level of theory: ωB97M-V/def2-TZVPD

The geometry in XYZ format:
```
96
Properties=species:S:1:pos:R:3:forces:R:3:lowdin_charge:R:1
C 3.02758 -0.11253 4.40593 0.0802 1.2057 3.8126 -0.093
C 2.53586 -0.20028 3.06245 0.8941 -1.2248 -1.5606 -0.439
O 1.40259 0.50857 3.03278 -2.1417 2.4738 0.4210 -0.047
H 3.07267 0.95200 4.76086 0.1525 -0.5359 -0.8345 0.101
H 4.02513 -0.47490 4.47721 0.7741 -0.7370 0.5298 0.060
H 2.32931 -0.48845 5.22059 0.8509 -0.3655 -1.1882 0.103
H 2.18993 -1.17619 2.75390 0.9846 -1.2889 -0.0064 0.092
H 3.29980 0.12652 2.31342 -0.4062 0.0690 0.4103 0.104
H 1.17098 0.53434 2.11897 -1.0376 0.5980 -1.0705 0.027
C -1.80858 3.76477 0.84258 -1.1464 1.1663 -0.0257 -0.058
C -0.60397 3.06207 1.37670 0.4179 -1.1450 -1.5993 -0.372
O -0.98676 2.00060 2.11377 -0.4683 -2.0142 3.6431 -0.101
H -2.82092 3.18046 1.03785 2.3351 1.2965 -0.5882 0.104
H -1.57836 3.93724 -0.21797 -0.9292 0.0262 0.0309 0.054
H -1.80900 4.75512 1.34097 -0.7622 -0.3236 -0.3315 0.072
H 0.07707 3.65138 1.96094 0.2359 0.6479 0.2856 0.115
H -0.03807 2.63588 0.54322 0.3491 0.5321 -0.2315 0.082
H -1.19427 1.20945 1.57921 -0.0388 1.0969 -0.0141 0.000
C -4.51843 2.93473 -1.60277 1.0777 -0.8213 0.5019 -0.063
C -4.12519 1.69149 -2.45406 -1.8527 1.8000 -0.3925 -0.321
O -3.01462 1.16540 -1.88856 1.7647 -1.8558 0.9219 -0.152
H -4.71955 2.72416 -0.53747 0.0802 -0.6555 -0.4585 0.054
H -5.36486 3.45228 -1.91834 -1.5270 0.9203 -0.9812 0.038
H -3.68181 3.61368 -1.54369 0.3526 0.2926 -0.3536 0.052
H -3.85767 1.90662 -3.50391 -0.6169 0.5384 0.2523 0.122
H -5.01341 1.01977 -2.49833 0.7514 -0.1498 0.2272 0.114
H -2.20609 1.50819 -2.33993 -0.0883 0.1526 0.5259 0.050
C 0.41694 -3.60592 2.17254 -0.1740 0.7690 -0.8762 -0.072
C -0.14879 -2.79106 3.29895 0.1704 0.7089 -0.6774 -0.264
O -0.95358 -1.72928 2.72997 0.4292 -0.0043 1.0340 -0.110
H 0.96189 -2.88541 1.48149 -0.0416 -1.3704 0.9527 0.073
H -0.37346 -4.05695 1.55120 0.2179 -0.0596 0.4278 0.062
H 1.02012 -4.37011 2.66069 0.3714 -0.0973 -0.6229 0.088
H 0.69847 -2.44050 3.89134 -0.1045 0.5849 -0.0198 0.109
H -0.76540 -3.33455 3.96239 -0.7653 -0.9114 0.6645 0.101
H -0.89285 -0.97215 3.33368 -0.0794 -0.0003 -0.1828 0.110
C 4.06756 1.69889 -0.33487 -5.2961 1.0356 1.1440 -0.659
O 2.82242 1.65679 0.15089 5.8632 -0.2894 -1.1362 -0.051
N 5.26727 1.74032 0.21301 0.8552 -2.5688 8.0974 0.140
N 4.30890 2.02084 -1.57105 -4.2391 1.0528 -7.5247 0.128
H 5.29443 1.28779 1.19372 -0.0067 1.2373 -2.0096 0.154
H 6.15892 1.65523 -0.20492 0.2709 0.1276 -1.0966 0.100
H 3.46392 2.10035 -2.28394 2.0861 -0.3066 2.3218 0.163
H 5.09891 1.69787 -2.09063 0.5506 -0.0893 0.2551 0.107
C 0.08687 3.47907 -2.43124 -5.2124 -3.6799 -1.1539 -0.533
O -1.16884 2.89728 -2.80440 6.4382 3.2550 1.5049 -0.153
N 0.44225 4.68802 -2.85956 -0.9242 2.7674 -0.9321 0.120
N 1.01725 2.86267 -1.70094 1.3903 0.4265 1.6055 0.128
H -0.29116 5.16303 -3.44406 1.2696 -0.5660 1.1736 0.136
H 1.08156 5.27224 -2.27118 -1.0481 -0.8655 -1.0898 0.127
H 0.77393 1.94320 -1.27113 0.1352 0.5652 -0.5645 0.053
H 1.81233 3.44381 -1.23320 -2.1715 -1.6663 -1.2308 0.147
C -0.43790 0.04276 -0.14704 2.5000 0.2211 -5.1338 -0.572
O -0.18949 0.46411 -1.39602 -0.0191 -1.5491 4.9579 -0.078
N -1.58959 0.24799 0.39281 -4.7125 0.6503 -0.6573 0.173
N 0.36441 -0.61601 0.68142 3.4599 -0.5344 -1.2841 0.184
H -2.31417 0.58926 -0.23299 0.0674 0.4007 -0.4065 0.103
H -2.00987 -0.34072 1.07768 0.2123 -0.6279 0.8746 0.071
H 1.38898 -0.70209 0.38131 -1.9360 -0.1354 0.7397 0.109
H -0.05216 -1.16653 1.46226 0.4040 0.7461 -0.6280 0.065
C -2.07307 -1.51326 -2.77143 1.9625 -1.5375 -0.9265 -0.106
O -1.85881 -2.64532 -3.69916 -1.5355 0.7205 0.9087 -0.118
H -3.00119 -1.39491 -2.29909 -2.3110 0.0830 -1.0806 0.059
H -1.62165 -0.64413 -3.19931 -0.2637 0.6919 -0.0209 0.076
H -1.60451 -1.73060 -1.84788 1.6197 -0.2554 0.8951 0.024
H -0.91756 -2.78513 -3.73929 0.3814 0.1114 0.0255 0.029
C 4.27524 -1.68982 0.46484 -0.4447 -0.9578 -2.7103 -0.088
O 2.86907 -1.63082 0.23153 2.0932 3.2239 5.2271 -0.138
H 4.78553 -0.87921 -0.05003 0.0560 0.1103 -0.1963 0.063
H 4.69264 -2.65135 0.08259 -0.2745 0.5832 0.2925 0.109
H 4.48781 -1.61168 1.47242 0.1513 0.0886 2.1979 0.048
H 2.65664 -2.11988 -0.46548 -1.2837 -3.6434 -4.6526 -0.061
C -4.59335 0.63572 1.48880 -0.2433 1.3950 0.6420 -0.137
O -3.62449 0.05638 2.33896 -0.1142 -1.5169 0.2981 -0.141
H -5.61212 0.80781 1.94480 0.8132 -0.9598 -0.4579 0.103
H -4.59333 0.09770 0.52481 -0.2434 0.2633 0.5990 0.086
H -4.21958 1.64629 1.38252 -0.2101 0.4551 -0.9554 0.041
H -3.56751 0.50624 3.18240 -0.1164 0.3208 -0.0215 0.093
C -3.12653 -2.74809 0.71642 1.5446 0.1949 -0.1842 -0.193
O -4.11172 -3.64771 0.45307 -2.1783 -1.5139 -0.4210 -0.078
H -2.12689 -3.19540 0.41816 -0.7519 0.9815 0.3386 0.093
H -3.20896 -2.72726 1.77369 0.8189 1.3868 1.0544 0.073
H -3.35537 -1.82040 0.16918 0.5958 0.0934 0.4942 0.069
H -3.76565 -4.17094 -0.23454 -0.1654 -1.2689 -1.4395 0.056
C 0.54398 -3.64133 -1.52208 2.4791 0.2396 -1.2720 -0.074
O 2.00536 -3.81419 -1.40585 -0.0488 -0.3660 0.0683 -0.159
H 0.32680 -4.12618 -2.44533 -0.9306 -0.3739 -0.6300 0.072
H 0.34236 -2.56879 -1.63824 0.0885 -0.3178 0.4068 0.064
H 0.05712 -4.10079 -0.70829 -0.6903 -0.3251 0.9574 0.049
H 2.32475 -4.67058 -1.78084 -0.8615 1.0954 0.4943 0.106
C 2.68872 -0.78726 -2.59963 0.4282 -0.1801 1.7424 -0.179
O 3.14028 -0.43110 -3.88705 0.2691 -1.3003 -1.3261 -0.137
H 3.21766 -1.72477 -2.19639 -0.7159 1.2921 -0.7975 0.089
H 1.61438 -0.92310 -2.64191 -0.2979 -0.3168 0.3134 0.061
H 2.82920 0.04819 -1.82211 -0.0017 -1.1827 -1.5174 0.073
H 2.97532 -1.22701 -4.48477 0.3339 1.7598 1.2013 0.116
```
Positions in Å, forces in eV/Å.

HOMO energy: -8.70 eV
HOMO-LUMO gap: 8.8 eV
ΔE to the lowest compared entry with this formula, charge and spin: 37.2 kcal/mol